[1]
75
Properties=species:S:1:pos:R:3:forces:R:3 method="wB97M-V/def2-TZVPD" relative_energy_kj_mol=240.9 homo_lumo_gap_ev=7.0 lumo_ev=-7.37 homo_energy_ha=-0.5287 total_charge=+2
Pt -0.572172 0.263125 0.071856 0.255 -0.614 0.096
C 2.241359 -1.061545 0.917877 -0.023 0.075 -0.041
N 1.051484 -0.221339 1.256002 -0.076 -0.397 0.035
C 1.070733 0.471296 2.360001 0.059 -0.034 -0.006
C 0.049855 1.400705 2.602966 0.080 -0.030 0.008
C -0.299992 2.298951 3.604379 -0.051 0.006 0.057
C -1.437280 2.970341 3.146682 -0.005 0.053 0.090
C -1.742980 2.477323 1.881917 -0.071 -0.057 -0.050
N -0.837461 1.530453 1.564442 0.082 0.159 -0.250
C 2.006284 -2.546354 0.944886 -0.110 0.039 0.076
C 1.818177 -3.274677 -0.223222 0.061 0.019 -0.002
C 1.568966 -4.640061 -0.165534 0.007 0.001 0.006
C 1.520174 -5.286492 1.061745 0.006 -0.006 -0.014
C 1.750527 -4.571865 2.231433 0.001 0.005 0.010
C 2.000341 -3.210133 2.170104 -0.148 0.020 0.017
H 2.977236 -0.813965 1.684008 0.111 0.075 -0.112
H 2.642370 -0.723369 -0.039022 -0.096 -0.016 -0.034
H 1.896047 0.340643 3.052369 0.019 -0.007 -0.018
H 0.201391 2.435254 4.548764 0.013 0.004 -0.005
H -1.990171 3.734600 3.667029 -0.001 0.003 -0.001
H -2.536155 2.765923 1.210845 -0.006 0.006 0.011
H 1.919952 -2.779742 -1.180801 -0.048 -0.019 -0.007
H 1.446258 -5.206887 -1.079213 -0.004 -0.001 -0.010
H 1.342982 -6.352985 1.106323 -0.004 0.007 -0.001
H 1.759067 -5.081433 3.185787 -0.004 0.001 -0.004
H 2.194465 -2.659455 3.084724 0.008 -0.008 -0.005
O -1.633872 -0.974913 1.475408 -0.044 0.250 -0.217
C -1.407733 -2.420497 1.517443 -0.047 -0.159 0.023
C -2.415213 -3.161034 0.671197 -0.081 0.146 -0.050
C -2.608265 -2.417282 -0.653252 0.082 0.132 0.291
C -1.395029 -2.324672 -1.542722 -0.049 0.048 -0.082
C -1.217826 -3.342591 -2.465820 -0.031 0.027 -0.048
C -0.245003 -3.257768 -3.444882 0.002 -0.028 -0.017
C 0.537687 -2.120503 -3.482323 -0.004 0.003 0.016
C 0.367747 -1.163176 -2.504275 0.061 -0.067 0.090
N -0.558017 -1.252539 -1.528794 0.141 -0.119 0.256
H -2.483771 -0.716868 1.856571 0.007 0.076 0.010
H -1.404615 -2.718189 2.564150 -0.059 0.011 0.006
H -0.409301 -2.544396 1.121804 0.207 -0.022 -0.023
H -3.382464 -3.229776 1.174009 0.018 -0.021 0.022
H -2.051465 -4.179640 0.528905 -0.004 -0.016 -0.056
H -2.942020 -1.413842 -0.393869 0.067 -0.312 -0.038
H -3.411187 -2.868884 -1.233004 0.010 -0.098 0.019
H -1.893090 -4.187329 -2.431714 0.000 -0.001 -0.004
H -0.121552 -4.048266 -4.173402 -0.005 0.001 0.005
H 1.295903 -1.969296 -4.237126 0.004 0.010 0.005
H 1.011899 -0.302535 -2.477700 0.034 0.030 -0.014
N -5.283107 1.241560 -2.639887 0.014 0.009 0.005
C -4.063957 1.661037 -2.264867 -0.018 0.023 -0.034
C -3.227091 0.869684 -1.450475 -0.102 -0.175 0.122
N -2.023553 1.301173 -1.085441 0.091 -0.049 -0.047
C -1.625845 2.514378 -1.505787 -0.113 -0.015 0.033
C -2.465000 3.267781 -2.312636 -0.028 -0.033 -0.007
N -3.658592 2.858258 -2.696870 0.015 0.002 0.034
H -5.675057 0.368065 -2.340035 0.004 0.005 -0.006
H -5.839709 1.848305 -3.219583 -0.005 0.003 -0.003
H -3.561315 -0.101644 -1.113874 0.040 0.295 -0.131
H -0.663480 2.882216 -1.208752 0.146 -0.023 0.026
H -2.138384 4.241089 -2.658391 -0.011 0.000 0.002
O 5.165200 1.467403 -0.499409 0.008 -0.041 0.022
S 4.246825 2.286349 -1.220195 -0.043 0.067 -0.055
O 4.618101 2.965745 -2.412634 0.028 -0.016 0.014
N 2.887198 1.346803 -1.518081 0.067 -0.013 0.047
C 1.881854 1.777813 -0.863664 0.226 -0.560 0.203
O 0.772381 1.037648 -1.089842 -0.592 1.331 -0.102
C 2.074237 2.989630 -0.011373 -0.021 0.021 -0.071
C 1.213740 3.751064 0.764243 -0.012 0.003 -0.060
C 1.715686 4.864550 1.429485 0.000 -0.005 -0.006
C 3.052406 5.223645 1.324536 0.000 0.004 0.004
C 3.921854 4.479675 0.533088 0.003 0.010 -0.006
C 3.405579 3.383065 -0.116419 0.004 -0.011 0.013
H 0.167541 3.516573 0.860728 -0.061 -0.009 -0.029
H 1.048068 5.462884 2.034849 -0.005 -0.001 -0.003
H 3.418383 6.094608 1.850922 0.001 0.000 -0.002
H 4.961767 4.756353 0.423413 -0.001 -0.001 -0.003



[2]
71
Properties=species:S:1:pos:R:3:forces:R:3 method="wB97M-V/def2-TZVPD" homo_lumo_gap_ev="7.3 / 4.7" lumo_ev="-8.82 / -11.88" multiplicity=5 homo_energy_ha="-0.5932 / -0.6111" total_charge=+3
Pt 1.259580 0.860528 1.023282 1.899 -0.287 -0.378
O 2.679580 4.015728 3.608482 0.336 0.333 0.370
C 2.496980 3.056128 2.764082 -0.506 -0.188 -0.412
O 1.500680 2.933228 2.054882 -0.084 -0.072 0.028
C 3.617180 2.064928 2.695282 0.534 -0.161 0.137
C 4.803880 2.171528 3.419082 -0.303 -0.054 -0.224
C 5.760580 1.176828 3.258082 -0.132 -0.038 -0.062
C 5.512080 0.129828 2.376882 -0.318 0.208 -0.091
C 4.313280 0.116128 1.665182 0.248 0.003 0.271
N 3.388180 1.059728 1.850482 -0.444 0.208 0.149
C 3.928780 -0.926672 0.645782 -0.293 0.568 0.250
O 4.801480 -1.801572 0.245782 0.161 -0.447 -0.247
O 2.799080 -0.922472 0.180882 0.003 0.030 0.080
H 1.959780 4.673428 3.651482 -0.027 -0.212 -0.178
H 4.953980 3.005728 4.086282 0.050 0.055 0.060
H 6.690780 1.209128 3.809182 -0.018 0.027 0.032
H 6.244080 -0.658372 2.279882 0.068 -0.030 -0.074
H 5.699080 -1.748672 0.613882 -0.259 0.150 0.010
C 1.067380 4.676428 -3.280118 -0.019 0.386 -0.421
C 0.853080 3.368428 -2.630818 -0.286 -0.584 0.446
C -0.138420 3.209928 -1.655518 0.382 0.005 -0.112
C -0.408420 1.988528 -1.059118 -0.241 -0.048 -0.094
C -1.575920 1.921628 -0.110518 -0.170 0.066 0.145
C 0.353080 0.851228 -1.462218 -0.278 -0.355 0.417
As -0.047920 -1.024272 -0.868118 -0.454 -0.043 -1.351
N -0.220120 -0.505872 0.842282 0.227 0.545 0.615
C -0.882220 -0.969172 1.924282 -0.514 -0.410 0.705
C -2.275620 -1.207972 1.903982 0.122 -0.177 -0.345
C -2.912520 -1.707972 3.014282 -0.062 0.033 0.006
C -2.194220 -1.971572 4.177682 -0.050 0.074 -0.133
C -0.827720 -1.712372 4.224382 0.240 -0.067 0.017
C -0.173220 -1.205872 3.127082 0.055 0.271 -0.079
C -1.876120 -1.742272 -1.343318 0.662 1.112 0.005
C -2.709220 -1.118672 -2.280318 -0.913 -0.037 -0.646
C -2.224220 -0.035872 -3.185818 0.090 0.107 -0.131
C -4.025120 -1.549372 -2.369718 1.024 0.952 -0.415
C -4.504020 -2.645972 -1.632318 -0.227 -0.625 0.344
C -5.891220 -3.115572 -1.788918 -0.133 0.077 0.037
C -3.599020 -3.339272 -0.823818 0.770 0.077 0.331
C -2.277620 -2.937172 -0.707818 -1.058 -1.243 0.422
C -1.337020 -3.807172 0.051682 0.313 0.012 0.025
C 1.355480 0.990528 -2.456318 -0.053 0.183 -0.157
C 2.120080 -0.174872 -2.994618 0.065 -0.295 -0.013
C 1.584280 2.238328 -3.015018 -0.204 -0.100 0.323
H 0.696380 5.496428 -2.670618 0.084 0.053 0.018
H 0.517480 4.707528 -4.226418 -0.032 -0.016 0.025
H 2.111080 4.837428 -3.542618 0.053 0.043 0.106
H -0.738620 4.067228 -1.385418 -0.041 0.068 0.087
H -2.301720 2.693328 -0.368918 0.020 -0.059 0.025
H -1.266720 2.108228 0.926082 -0.190 -0.031 -0.149
H -2.076620 0.952828 -0.151818 -0.026 0.112 0.059
H -2.833920 -0.985372 1.003482 -0.029 0.096 0.069
H -3.977020 -1.881272 2.986882 -0.110 0.006 0.023
H -2.697920 -2.360372 5.046082 -0.080 -0.077 0.140
H -0.273420 -1.940072 5.120582 0.067 0.019 0.121
H 0.898080 -1.016672 3.140282 -0.135 -0.109 0.068
H -1.157520 -0.155472 -3.394918 -0.185 0.145 -0.089
H -2.402620 0.951928 -2.759118 0.102 0.060 0.004
H -2.767220 -0.085872 -4.127018 0.053 0.041 -0.062
H -4.690120 -1.030872 -3.045518 -0.125 0.037 -0.042
H -6.554220 -2.314772 -2.106518 -0.069 0.032 0.005
H -6.260720 -3.587572 -0.880518 -0.022 -0.007 0.034
H -5.933620 -3.883772 -2.569218 0.070 -0.068 -0.104
H -3.918620 -4.232272 -0.305918 -0.058 -0.085 0.023
H -1.361720 -4.808972 -0.382118 0.143 0.010 0.006
H -1.651920 -3.908672 1.090282 0.039 0.031 0.047
H -0.309320 -3.431172 0.003882 -0.135 -0.266 0.144
H 1.792580 -1.121472 -2.554518 0.242 0.077 -0.211
H 3.184980 -0.062472 -2.797918 0.069 -0.043 0.056
H 2.011380 -0.232472 -4.077718 -0.050 -0.053 -0.004
H 2.319080 2.335828 -3.800818 0.139 -0.025 -0.064



[3]
79
Properties=species:S:1:pos:R:3:forces:R:3 method="wB97M-V/def2-TZVPD" relative_energy_kj_mol=30.6 homo_lumo_gap_ev=5.2 lumo_ev=-5.77 homo_energy_ha=-0.4032 total_charge=+1
Au -1.034339 -1.773986 1.628801 -0.052 -0.294 -0.365
C -3.875757 -4.662193 3.279504 -0.017 0.362 0.160
C -2.893882 -4.080817 2.300702 -0.186 -0.948 -0.584
O -2.467030 -2.947363 2.619398 1.172 1.605 0.015
C -2.518145 -4.829282 1.128311 0.349 0.659 0.014
C -3.030076 -6.131067 0.946268 -0.091 -0.347 -0.040
C -2.674157 -6.915366 -0.116491 -0.082 0.005 0.134
C -1.769036 -6.413270 -1.059282 -0.065 0.088 0.099
C -1.268548 -5.144509 -0.934376 0.136 0.476 0.077
C -1.632539 -4.301793 0.142912 -0.495 -1.158 0.218
O -1.137611 -3.095218 0.101652 0.679 1.625 0.572
H -4.039699 -3.942504 4.077332 -0.004 -0.024 -0.003
H -3.484683 -5.583843 3.708930 0.044 -0.023 -0.052
H -4.827090 -4.879386 2.795927 0.029 -0.029 -0.067
H -3.720384 -6.531738 1.673445 0.015 0.001 0.029
H -3.076958 -7.912444 -0.217572 -0.004 0.003 0.003
H -1.459568 -7.029211 -1.892944 0.008 0.016 -0.020
H -0.578047 -4.733302 -1.658108 -0.002 -0.042 -0.025
C 1.039800 5.105716 -0.979875 0.060 -0.078 -0.016
C 1.477315 3.632932 -0.954607 -0.106 -0.115 0.063
C 2.988121 3.570642 -1.205429 -0.079 0.046 -0.011
C 1.203779 3.099779 0.465500 0.017 0.018 -0.085
C 0.671110 2.818099 -2.041179 0.382 0.240 -0.067
O -0.676883 2.621385 -1.626196 -0.031 -0.030 0.125
C 0.698619 3.551605 -3.405521 -0.208 -0.367 -0.088
C 0.061190 2.838763 -4.624818 0.056 0.148 0.332
C -1.381148 2.433896 -4.454016 -0.098 -0.048 -0.072
C -2.372374 3.409077 -4.355221 0.133 -0.091 -0.011
C -3.706854 3.067230 -4.234755 -0.158 -0.023 0.026
C -4.072877 1.727505 -4.216492 0.418 0.073 -0.019
Cl -5.737638 1.289974 -4.118790 -0.209 -0.052 0.069
C -3.103155 0.740834 -4.306085 -0.197 -0.052 0.031
C -1.770915 1.099093 -4.431567 0.124 0.149 0.003
C 1.219794 1.400742 -2.255471 -0.257 0.427 -0.253
N 1.104383 0.531645 -1.095916 -0.162 -0.445 0.253
C 0.025365 0.212855 -0.401558 -0.079 0.235 0.005
N 0.381858 -0.680348 0.519016 -1.142 -0.829 0.689
C 1.709651 -0.904517 0.314728 0.058 -0.009 -0.007
N 2.170350 -0.175394 -0.660416 0.155 0.042 0.044
H 1.505438 5.629446 -0.145481 -0.023 0.002 0.019
H -0.041768 5.219361 -0.863982 -0.005 0.059 -0.017
H 1.352247 5.610591 -1.892754 -0.047 0.024 0.009
H 3.488403 4.256394 -0.520685 0.031 -0.017 0.002
H 3.251349 3.875860 -2.218989 0.046 -0.006 0.018
H 3.394328 2.574978 -1.019089 0.013 -0.004 -0.015
H 1.569682 3.820899 1.196600 0.022 -0.012 0.002
H 1.723928 2.161259 0.660630 0.024 -0.009 0.028
H 0.138832 2.956576 0.645194 -0.009 0.026 0.069
H -1.073092 3.477502 -1.427758 -0.045 0.000 -0.076
H 1.732388 3.784791 -3.665809 -0.029 0.117 0.029
H 0.170946 4.495674 -3.269803 0.058 0.029 0.020
H 0.662140 1.979490 -4.925452 -0.015 -0.027 -0.054
H 0.106829 3.554438 -5.448682 0.129 -0.062 -0.044
H -2.096319 4.457199 -4.392294 -0.022 0.011 -0.006
H -4.469468 3.831399 -4.169171 -0.004 -0.003 -0.021
H -3.395325 -0.300746 -4.290842 -0.014 0.008 -0.046
H -1.026957 0.316359 -4.536339 0.010 0.002 -0.017
H 2.269755 1.429780 -2.528952 0.004 -0.088 0.027
H 0.652862 0.930452 -3.054503 0.021 -0.025 -0.043
H -0.948229 0.651920 -0.538486 0.023 -0.021 -0.086
H 2.307106 -1.601234 0.873044 0.015 -0.046 0.095
O -0.543648 1.420655 4.307415 -0.426 -0.256 -0.395
C -0.305085 0.360642 3.783388 1.837 0.314 0.981
O -1.151430 -0.266732 3.017525 -1.089 -1.154 -1.171
C 1.075743 -0.258893 4.044992 -0.551 -0.097 -0.347
C 1.307635 -1.617381 3.926146 0.042 -0.058 -0.112
C 2.596850 -2.111684 4.052080 -0.200 0.362 -0.057
C 3.662274 -1.286664 4.348767 0.190 -0.073 0.062
C 3.393592 0.059432 4.530747 -0.333 -0.209 -0.040
C 2.123536 0.587854 4.383052 0.154 0.158 0.041
N 4.513954 0.956330 4.882672 0.143 0.081 0.003
O 4.262068 2.137864 4.979747 0.048 -0.119 -0.007
O 5.600493 0.441554 5.043581 -0.155 0.106 -0.024
N 2.825442 -3.537804 3.771798 -0.021 -0.317 -0.065
O 1.861760 -4.186891 3.390355 0.218 0.155 0.095
O 3.948947 -3.964988 3.900538 -0.155 0.072 0.031
H 0.498797 -2.307655 3.744719 -0.007 -0.105 -0.037
H 4.669404 -1.665735 4.439809 -0.007 -0.035 0.008
H 1.942649 1.643489 4.530530 0.020 0.003 -0.037



Number 1: E_tot -65336.9603 eV. Number 2: E_tot -107893.0487 eV. Number 3: E_tot -74746.4584 eV.